No. 1
Formula: C29H42CsGeN8S2Si3
Source: the Open Molecules 2025 dataset
Level of theory: ωB97M-V/def2-TZVPD

The geometry in XYZ format:
```
86
Properties=species:S:1:pos:R:3:forces:R:3:mulliken_spin:R:1
Cs -18.74853 0.43995 5.92234 0.3 0.0 0.0 0.0040
C -23.17114 0.39273 8.78592 -1.1 0.4 -0.2 -0.0004
C -21.78209 0.26646 8.26231 -0.8 0.1 0.8 0.0000
N -21.54344 0.52722 7.03284 1.1 -0.3 -0.5 -0.0042
N -22.62657 0.93066 6.34072 -0.6 0.1 -1.7 -0.0005
C -22.54712 1.00518 4.98928 1.0 -0.4 2.0 0.0133
N -23.70604 1.27384 4.38284 -1.5 0.4 0.3 -0.0003
S -21.27721 0.80914 3.82794 0.5 0.0 0.5 0.0044
C -20.76350 -0.20778 9.24454 -0.1 -0.2 0.7 0.0024
C -21.06177 -1.12030 10.30532 -0.5 0.4 -1.0 0.0006
C -20.07041 -1.42977 11.18193 1.6 -0.1 0.9 -0.0001
C -18.80274 -0.80801 11.08193 0.1 -0.4 0.1 0.0002
C -18.57786 0.07090 10.04712 -1.6 -1.2 0.2 -0.0002
N -19.56060 0.31678 9.17884 0.9 1.1 -1.3 0.0011
H -23.66263 1.38003 8.63263 0.7 -0.5 -0.3 -0.0001
H -23.24967 0.22877 9.83979 0.1 -0.4 0.7 0.0000
H -23.78723 -0.32577 8.23682 -0.2 0.1 0.2 -0.0001
H -24.53917 1.52601 4.90949 0.5 0.0 0.0 0.0001
H -23.54204 1.69482 3.50351 -0.4 0.2 -0.9 -0.0004
H -22.02872 -1.59902 10.41264 0.0 0.1 -0.2 0.0000
H -20.17172 -2.18537 11.97385 -0.3 0.4 -0.4 0.0000
H -17.98756 -1.07691 11.74904 -0.3 0.1 0.1 0.0000
H -17.63912 0.52693 9.84180 0.7 0.4 0.0 0.0001
S -15.06762 4.98102 -0.30448 -0.5 0.1 -0.1 0.0000
N -16.37474 4.00470 -0.19104 0.3 1.2 -1.2 0.0000
C -16.28306 3.36686 0.92939 3.0 1.2 0.4 -0.0002
C -17.07619 2.30542 1.30462 -1.4 -2.5 1.0 -0.0029
C -18.18361 1.86960 0.59075 0.1 1.6 -0.5 0.0008
C -18.94713 0.87949 1.07730 -1.3 -1.4 0.1 -0.0001
C -18.54260 0.18164 2.19558 2.1 0.2 1.6 -0.0029
N -17.39959 0.48654 2.88633 -1.9 0.0 -1.5 -0.0002
C -16.71732 1.56109 2.43616 -0.7 -0.8 0.1 -0.0018
C -15.52189 1.88545 3.16666 1.2 0.0 2.6 0.0108
N -15.21862 1.14453 4.28449 -0.5 -0.6 -0.5 -0.0012
C -14.08030 1.32407 4.89642 0.2 0.7 0.4 -0.0001
C -13.16938 2.33089 4.50499 2.0 -1.0 1.1 0.0001
C -13.45128 3.13908 3.47162 -1.0 0.8 -0.5 -0.0005
C -14.71109 2.95549 2.85724 0.7 0.4 -1.2 -0.0029
C -15.07522 3.70276 1.68287 -0.7 0.0 -0.8 0.0010
N -14.32992 4.60645 1.08401 -0.1 0.0 0.0 0.0001
H -18.48319 2.42510 -0.28243 0.0 0.1 -0.2 -0.0003
H -19.89481 0.59906 0.63347 0.1 0.0 -0.2 0.0003
H -19.12055 -0.64315 2.59554 0.0 0.1 -0.1 0.0008
H -13.84473 0.72978 5.80487 -0.4 0.2 -0.8 -0.0001
H -12.16524 2.37802 4.97699 -0.9 0.0 -0.1 0.0000
H -12.79295 3.94201 3.13390 -0.2 -0.3 0.1 0.0000
C -21.08137 5.58777 2.83709 0.7 -0.6 0.2 0.0006
Si -19.41490 5.83689 3.75643 -0.2 1.0 0.2 0.0435
C -17.98633 5.21149 2.67676 -1.8 0.2 0.0 0.0290
C -18.96133 7.67753 4.09210 1.4 -0.9 -1.2 0.0468
Ge -19.41756 4.79065 5.88977 1.3 -0.6 -1.3 0.8011
Si -17.31358 4.57055 6.96340 1.2 -0.4 0.4 -0.0608
C -17.33537 5.91543 8.27427 -2.2 -0.1 -0.9 0.0682
C -16.95506 2.90194 7.93498 -0.8 0.9 -0.2 0.0121
C -15.72551 5.02375 5.97855 -0.8 -0.7 0.0 0.0078
Si -21.08347 4.89302 7.39310 -3.2 0.8 -0.5 -0.0727
C -20.73859 3.79218 8.79996 1.0 -0.7 0.7 0.0486
C -21.20182 6.68180 8.00906 -0.9 0.2 -0.5 0.0451
C -22.79133 4.47136 6.49532 0.8 1.5 0.5 0.0455
H -21.12728 6.21823 1.97520 0.2 0.8 -0.7 0.0001
H -21.95663 5.89047 3.43431 0.3 -0.7 -0.1 0.0005
H -21.09355 4.55936 2.38290 -0.4 0.7 1.0 0.0008
H -17.96305 5.81444 1.75925 0.2 -0.1 0.2 -0.0018
H -18.36181 4.21586 2.42831 0.5 -0.1 -0.1 -0.0078
H -17.04040 5.19334 3.18261 0.5 -0.1 0.2 -0.0041
H -18.71531 8.11058 3.09791 0.0 -0.2 0.4 0.0037
H -18.01736 7.68182 4.67200 -0.2 -0.2 -0.3 -0.0012
H -19.56095 8.39738 4.56790 -1.3 0.5 0.7 0.0045
H -18.19081 5.81762 8.92154 -0.5 -0.5 0.5 -0.0090
H -17.61431 6.85447 7.79883 0.7 0.3 -0.2 -0.0086
H -16.50360 5.96869 8.89850 1.7 0.3 0.8 0.0051
H -17.83843 2.70766 8.58725 0.6 -0.1 -0.4 0.0014
H -16.07155 3.07391 8.55461 -0.1 0.1 0.1 0.0013
H -16.73463 2.03907 7.30627 -0.1 0.1 0.0 -0.0026
H -15.91841 5.71131 5.15448 0.1 0.3 0.2 -0.0011
H -15.21280 4.17440 5.54483 -0.1 -0.4 -0.2 0.0012
H -15.03674 5.41599 6.71811 0.1 0.5 0.0 0.0025
H -19.76686 4.10799 9.24563 -0.7 -0.2 0.0 -0.0035
H -20.60069 2.75678 8.48926 0.1 -0.1 -0.2 -0.0091
H -21.52114 3.76756 9.55246 -0.1 0.3 0.2 0.0003
H -20.28000 7.14794 7.70123 0.6 0.4 0.5 0.0002
H -21.42498 6.76105 9.09201 0.3 0.1 -0.6 0.0000
H -21.97056 7.24903 7.42234 0.4 -0.6 0.6 0.0075
H -23.13631 3.53160 6.78464 -0.4 -1.9 0.7 -0.0076
H -22.73451 4.40081 5.42704 0.4 0.1 -0.8 -0.0087
H -23.64915 5.13372 6.67918 0.5 0.3 0.3 0.0005
```
Positions in Å, forces in eV/Å.

As for the multiplicity: 2. Its energy relative to the best compared isomer or geometry (same formula, charge and spin) is 69.76 kJ/mol. The value obtained for the LUMO energy (alpha / beta) is -0.55 / -0.70 eV.


No. 2
Formula: C25H32BMnO4
Source: the Open Molecules 2025 dataset
Level of theory: ωB97M-V/def2-TZVPD

The geometry in XYZ format:
```
63
Properties=species:S:1:pos:R:3:forces:R:3:mulliken_spin:R:1
O 0.30339 1.24517 -2.54492 0.0 0.1 0.7 0.0252
C 1.50513 1.87258 -3.03030 -0.4 0.0 0.2 -0.0014
C 0.70398 3.01062 -3.66314 -0.4 -0.5 0.7 -0.0002
H 2.04627 1.21524 -3.70561 0.1 0.0 0.0 -0.0002
H 2.13424 2.19707 -2.19764 0.2 -0.1 0.0 0.0001
C -0.48194 2.43812 -2.81081 0.9 0.2 -0.1 -0.0022
H 0.59395 2.83630 -4.73931 -0.2 0.4 0.3 0.0000
H 0.95449 4.02612 -3.39110 0.3 0.3 -0.3 0.0000
C -1.77226 2.26762 -3.57455 -0.3 0.1 0.0 0.0000
H -1.78164 1.32561 -4.13042 0.0 0.3 0.2 0.0001
H -1.83885 3.12195 -4.27439 -0.3 -0.4 0.3 -0.0001
H -2.62057 2.30656 -2.86986 0.1 -0.1 -0.5 0.0001
C -0.75502 3.13720 -1.47531 0.0 0.2 0.0 0.0027
H 0.03101 3.01216 -0.71501 0.1 0.1 -0.5 0.0032
H -1.66379 2.69639 -1.04076 0.2 0.4 -0.1 -0.0064
H -0.90873 4.20792 -1.64790 -0.2 -0.1 0.2 -0.0006
Mn -0.15128 0.69908 2.04880 -0.2 0.3 0.3 3.2389
C 0.70177 1.83657 3.58141 0.8 -0.2 -0.1 -0.1220
C 1.47557 0.63409 3.45221 0.9 0.7 -0.2 0.0629
C 2.06583 0.62151 2.14535 -0.4 0.4 0.4 -0.0643
H 1.65627 -0.07378 4.24902 -0.1 0.1 -0.3 0.0206
C 1.62790 1.79098 1.43680 0.2 0.7 1.0 0.0825
C 0.79390 2.56235 2.33482 1.2 -0.1 -0.5 -0.0721
H 0.41586 3.56407 2.16489 -0.1 -0.3 -0.1 0.0003
H 0.18942 2.16680 4.48342 0.3 -0.1 -0.4 0.0021
H 2.79237 -0.11077 1.79744 -0.5 0.1 -0.1 -0.0003
H 1.97059 2.10025 0.44970 -0.3 -0.2 0.3 0.0193
C -1.76540 0.87488 3.32696 -0.2 0.3 -0.3 -0.1289
C -2.02725 1.66007 2.15170 -0.2 -0.9 -0.3 -0.1138
C -2.03912 0.75671 1.01192 -0.6 -1.2 1.3 -0.0135
H -2.23032 2.73165 2.08796 0.3 -0.5 0.1 -0.0073
C -1.78324 -0.56007 1.50251 -0.8 0.9 -1.2 -0.0191
C -1.89991 -0.59489 3.00233 -1.0 0.0 0.5 0.0479
H -2.88562 -0.95438 3.36838 -0.3 0.2 -0.6 0.0491
H -1.75386 1.22717 4.36190 -0.1 0.0 -0.6 -0.0003
H -2.22806 1.04020 -0.02220 0.4 -0.2 0.3 0.0260
H -1.78031 -1.46553 0.90719 0.1 0.2 -0.1 -0.0176
O -0.27222 -0.32341 -4.41390 0.7 -0.5 -1.8 0.0008
C -0.53709 -0.08774 -5.81010 -0.5 0.1 -0.2 0.0000
C 0.42214 -0.93000 -6.68852 0.2 -0.2 0.2 0.0000
H -0.45488 0.99097 -6.01893 0.2 -0.3 0.2 0.0000
H -1.59707 -0.33562 -6.00424 0.4 -0.1 0.0 0.0000
C 1.17249 -1.84523 -5.67441 -0.1 0.2 -0.1 0.0000
H 1.13593 -0.31707 -7.26156 -0.3 -0.1 0.3 0.0000
H -0.13035 -1.53128 -7.42563 0.1 0.2 0.3 0.0000
C 0.55738 -1.48678 -4.30538 -0.5 -0.4 0.3 0.0002
H 2.25799 -1.69291 -5.71144 -0.3 0.1 0.1 0.0000
H 1.00704 -2.90506 -5.89745 0.0 0.2 0.1 0.0000
H 1.28709 -1.30489 -3.50928 0.0 0.0 -0.2 0.0000
H -0.09316 -2.30811 -3.97347 0.2 0.0 0.0 0.0000
O -1.02504 -3.03648 3.43489 0.2 1.5 -0.4 -0.0057
B -1.04756 -1.65678 3.74731 1.9 -1.4 0.6 -0.0332
O -0.11021 -1.36423 4.74263 -0.3 0.3 -1.0 0.0215
C 0.58553 -2.53718 4.97683 -1.5 -1.5 0.2 0.0032
C 1.28967 -2.80486 6.14170 0.2 -0.3 0.0 0.0006
C 1.30219 -4.13716 6.58029 0.0 0.4 0.0 -0.0003
C 0.69310 -5.14471 5.83101 0.5 -0.2 -0.6 0.0008
C 0.12131 -4.88337 4.58326 -0.1 -0.4 0.0 -0.0012
C -0.00147 -3.56572 4.19834 0.2 1.1 1.7 0.0023
H 1.74555 -1.98627 6.69594 -0.3 -0.3 0.1 0.0002
H 1.71324 -4.39016 7.55790 0.1 0.2 -0.4 0.0000
H 0.69428 -6.17128 6.20209 0.1 0.3 -0.1 0.0000
H -0.31066 -5.66826 3.97062 -0.1 0.0 0.3 0.0000
```
Positions in Å, forces in eV/Å.

As for the multiplicity: 4. The net charge is +1. Its energy relative to the best compared isomer or geometry (same formula, charge and spin) is 0.00 kJ/mol. The value obtained for the LUMO energy (alpha / beta) is -3.81 / -4.10 eV.


Which formula does entry 1 have?
C29H42CsGeN8S2Si3